This record from the Open Molecules 2025 dataset describes the molecule C4H7N3 in a non-equilibrium geometry. The level of theory is wB97M-V/def2-TZVPD.

SMILES: [H]/N=C1\NC[C@H]2N[C@@H]12
HOMO (eV): -9.01
Frontier orbital gap (eV): 9.7
Total charge: 0

CARTESIAN COORDINATES (ANGSTROEM)
C1 0.125 -0.878 0.448
C2 -1.070 1.087 0.126
C3 -0.209 0.903 -1.107
C4 0.608 -0.350 -0.720
H1 0.462 -1.667 2.063
H2 -1.067 -0.135 1.963
H3 -0.217 1.790 0.824
H4 -2.190 1.650 -0.064
H5 -0.265 1.280 -2.102
H6 1.625 1.587 -1.353
H7 0.980 -0.998 -1.652
N1 0.648 -1.842 0.947
N2 -1.163 -0.272 0.764
N3 1.079 0.960 -0.592



This record from the Open Molecules 2025 dataset describes a 2-piece molecular cluster, C6H5NOS overall in a non-equilibrium geometry. The level of theory is wB97M-V/def2-TZVPD.

HOMO (alpha / beta) (eV): -8.76 / -8.45
Frontier orbital gap (alpha / beta) (eV): 7.6 / 7.5
Total charge: 0

CARTESIAN COORDINATES (ANGSTROEM)
C1 2.375 1.269 0.385
C2 -1.921 0.261 -0.222
C3 -0.758 0.990 0.109
C4 -1.657 -1.022 0.055
C5 0.059 0.013 0.668
C6 2.686 -0.112 0.804
N1 2.061 2.299 -0.052
O1 -0.487 -1.264 0.557
S1 3.169 -1.337 -0.273
H1 -2.705 0.690 -0.873
H2 -0.466 2.079 0.169
H3 -2.361 -1.846 -0.101
H4 2.627 -0.231 1.895
H5 3.534 -0.714 -1.450



This record from the Open Molecules 2025 dataset describes C4H7NO as an isolated structure in a non-equilibrium geometry. The level of theory is wB97M-V/def2-TZVPD.

HOMO (eV): -9.81
Frontier orbital gap (eV): 10.7
Total charge: 0

CARTESIAN COORDINATES (ANGSTROEM)
C1 0.050 1.708 0.268
C2 0.264 0.345 -0.394
C3 0.729 -0.877 0.504
C4 -0.539 -1.474 0.064
O1 -0.674 -2.695 -0.013
N1 -1.026 -0.389 -0.614
H1 -0.505 2.382 -0.401
H2 -0.527 1.617 1.194
H3 1.004 2.192 0.498
H4 0.810 0.462 -1.333
H5 0.894 -2.089 0.204
H6 0.986 -0.674 1.543
H7 -1.466 -0.509 -1.521



In order of appearance, relative energy (zero: lowest compared OMol25 entry of this formula, charge and spin) = 546.4; 427.7; 311.7 kJ/mol.